1.
Here is a 3-piece molecular cluster, C19H42IN3O3 overall in a non-equilibrium geometry from the Open Molecules 2025 dataset. Energies are from wB97M-V/def2-TZVPD.

Geometry as XYZ:
```
68
Properties=species:S:1:pos:R:3:mulliken_charge:R:1
H 1.83093 5.39019 -1.58412 0.5651
H -3.16987 -6.25747 0.84809 0.3731
H 2.43987 1.97114 1.72367 0.2935
H 4.87154 -0.15774 0.55441 0.4089
C 4.07876 -0.60059 1.16063 -1.0890
H -5.82974 -5.48775 2.12720 0.2682
C 1.96564 -2.85640 2.44706 -1.0138
C -5.16493 -2.67091 1.97364 -0.9869
H 4.08346 -0.08831 2.12319 0.2592
C 2.36970 5.08685 -2.47109 0.1489
H 2.32548 3.63215 -0.47601 0.2447
C -4.87112 -6.00396 2.12651 -0.9642
H -1.94988 -3.14912 2.36196 0.3508
C -3.94016 -5.50037 1.01544 -0.6929
H 1.20330 2.25042 2.93990 0.4956
C 1.44197 1.67058 2.04797 -1.2952
H -1.82394 -6.19339 2.63830 0.4091
H 1.43881 -3.78336 2.68184 0.3844
C 1.57069 5.08725 -3.76842 0.2427
H -1.12005 5.09295 -2.53552 0.2624
I 0.39482 2.38412 -2.78003 0.1863
H -6.02560 -3.33574 1.91430 0.2259
H -1.40141 3.62424 -4.60373 0.4343
H -4.78861 -2.68562 2.99685 0.2731
O 3.20354 6.26979 -2.80670 -0.4343
O 2.68356 5.22343 -4.68739 -0.4982
N 3.22899 3.39597 -0.85668 -0.6188
H 0.72805 1.94143 1.26725 0.2156
H 1.06761 3.53816 -5.09834 0.4845
H 4.34600 -1.64298 1.32517 0.3203
N 1.51866 -0.66228 1.19986 0.2498
H 0.10154 -2.04481 1.76719 0.2798
C -1.39197 -5.20409 2.48424 -1.4634
H -0.95235 6.44532 -3.65789 0.3480
C 1.36194 0.18519 2.36621 -0.4350
C -1.35736 5.45008 -3.53125 -1.0667
C 0.64643 3.97439 -4.20409 -0.7495
H 2.69211 0.54891 0.00283 -0.2251
H -4.53768 -3.14439 -0.03196 0.3868
H 2.11366 -2.31985 3.38469 0.2608
C 3.35149 3.93722 -2.22560 -0.8815
H -4.49376 -5.45268 0.07498 0.3636
H -0.78605 -5.22856 1.57728 0.3021
C 1.14526 -2.04529 1.43679 -0.6155
H -2.43099 5.48722 -3.64635 0.3757
H -3.39010 -2.19527 0.86828 0.3378
C -4.07971 -3.04106 0.95522 -0.6795
H -0.71413 4.95006 -5.55119 0.3359
H 3.11319 3.14707 -2.93136 0.4823
C 2.73481 -0.45457 0.43558 -0.2136
H -3.04610 -4.12615 3.32602 0.2410
O 4.11217 7.01547 -4.77365 -0.5672
H 3.21316 2.38939 -0.90720 0.1758
H -4.42434 -5.89711 3.11577 0.2596
H 1.14282 -2.56915 0.47732 0.3301
C 3.41390 6.25733 -4.13454 0.5210
H -5.07795 -7.06539 1.97662 0.3706
H -5.52563 -1.66002 1.77351 0.4038
H 1.09995 6.06509 -3.78598 0.2540
H 0.37586 -0.01991 2.79123 0.4466
N -3.27654 -4.22339 1.20820 0.1053
H 2.94154 -3.13495 2.05184 0.2718
H 4.35529 4.29440 -2.38644 0.3687
H 2.71445 -1.12868 -0.42406 0.4192
H -0.73140 -5.00407 3.32897 0.3843
C -2.45396 -4.11876 2.39676 -0.2507
H 2.09411 -0.04661 3.15576 0.2541
C -0.75976 4.49495 -4.56892 -0.6341
```

Values from the calculation:
* ΔE to the lowest compared entry with this formula, charge and spin: 0.0 kcal per mole
* HOMO-LUMO gap: 0.3093 hartree
* net charge: 0
* LUMO energy: 0.21 eV
* E: -1436.78010 hartree
* maximum force: 0.04491 Eh/bohr


2.
Here is C19H42MgP2Si as an isolated structure in a non-equilibrium geometry from the Open Molecules 2025 dataset. Energies are from wB97M-V/def2-TZVPD.

Geometry as XYZ:
```
65
Properties=species:S:1:pos:R:3:mulliken_charge:R:1
H 1.25623 -2.61053 -2.91049 0.2198
C -1.43001 -1.07499 -4.59156 -0.8739
H 0.45803 3.93844 0.84643 0.4271
C 1.56625 -1.05581 -4.43679 -1.0255
C 1.55708 -2.91558 -0.00047 -1.3819
H 1.59960 2.79992 0.07416 0.3713
H -1.22234 -2.61526 -3.03271 0.4299
H -2.78731 0.40195 -3.77939 0.3664
H -1.55575 1.65775 3.54380 0.2285
C -1.20367 -3.84663 -0.21644 -1.4839
H 1.19984 3.19149 6.32335 0.2751
H -1.62627 -2.14196 2.19353 0.3155
H -1.29326 2.91419 4.77434 0.4391
C 0.50696 1.10422 -3.47570 -0.0485
H 1.57438 -1.52347 -5.43808 0.2864
H 2.10862 0.98665 -4.82788 0.4650
H 0.86653 -0.30843 6.41753 0.3123
H 1.24933 0.27823 -0.47992 0.0476
H -0.94402 -1.08918 -5.58069 0.3079
C 1.76606 2.68721 5.52449 -1.0338
H -2.20711 -3.47328 -0.44811 0.4258
C -2.12916 2.11051 0.07297 -1.4001
H -0.54847 -0.60551 5.38074 0.2467
H 0.18209 3.41975 -0.84861 0.3940
P -0.50925 1.75441 0.79111 0.8258
H -0.75778 -4.31435 -1.09983 0.4235
H -0.03196 -1.43991 2.62197 0.0407
H 2.60577 -1.08574 -4.07664 0.4223
H 0.55833 0.52376 -5.55032 0.3587
H 2.64359 2.20624 5.98862 0.2798
H 2.33788 1.38260 2.77292 0.4580
H -0.27227 -3.21401 2.62520 0.3182
C 0.04863 0.17927 5.86724 -1.0361
C 0.11094 0.39639 -0.42724 1.8661
H -1.34439 1.85699 -2.67154 0.3009
C -0.62746 -1.86143 -3.57814 -0.3175
C -0.65392 -0.96016 -0.53401 0.8739
H 2.28098 -2.08051 0.08871 -0.3065
H -2.73140 1.20085 0.00273 0.4184
H 1.89219 -3.72456 0.66077 0.4978
C -0.83897 1.11856 -3.30912 0.0416
H -2.39364 -1.60557 -4.71704 0.4614
C 0.54514 3.10346 0.13893 -1.3199
H 1.61048 -3.28234 -1.04202 0.5281
P -0.17998 -2.51435 0.34320 1.2287
H -0.54383 -1.25532 -1.58091 -1.9162
H 2.30248 -0.18010 3.59201 0.5185
H -2.61662 2.81307 0.75896 0.3870
H -0.59752 0.67945 6.60618 0.2961
C -0.53279 -2.28821 2.10282 -1.4465
H -0.54230 3.07278 3.17359 0.1966
H 2.13965 3.46678 4.83727 0.2818
C 0.71217 -1.85291 -3.49667 0.2692
C 1.64453 0.62169 3.19431 -1.1861
H -1.73417 -0.81073 -0.35440 0.2423
H -1.87646 0.94863 -5.17913 0.3347
H -1.26734 -4.58510 0.60102 0.4617
H 1.15854 1.74669 -2.87256 0.3760
H -2.02996 2.57896 -0.91157 0.3688
C -1.78008 0.39410 -4.22655 -1.1847
H -0.02832 0.91953 -1.37160 -1.9888
C -0.81290 2.35407 3.95855 -0.8933
Si 0.68462 1.42606 4.59936 0.2624
Mg 1.31119 -0.35431 1.22575 0.8425
C 1.17262 0.43561 -4.63640 -0.8967
```

Values from the calculation:
* ΔE to the lowest compared entry with this formula, charge and spin: 118.3 kcal per mole
* HOMO-LUMO gap (spin up / spin down): 0.1264 / 0.1301 hartree
* net charge: 0
* LUMO energy (spin up / spin down): 0.12 / 0.20 eV
* E: -1921.13930 hartree
* maximum force: 0.08267 Eh/bohr


3.
Here is C19H42P2SiV as an isolated structure in a non-equilibrium geometry from the Open Molecules 2025 dataset. Energies are from wB97M-V/def2-TZVPD.

Geometry as XYZ:
```
65
Properties=species:S:1:pos:R:3:lowdin_spin:R:1
H -3.27261 1.03196 -2.92144 0.0001
C 1.06669 4.49924 1.92633 0.0002
C 0.72457 -6.20208 -1.32162 -0.0020
H 0.28093 3.13915 -2.59143 0.0003
H -2.95234 4.00157 -0.38891 0.0000
H 1.50482 -6.91740 -1.58344 -0.0004
H 3.46951 -3.45836 -0.51406 0.0003
H 0.27691 -5.86397 -2.25416 0.0000
C 1.25236 -2.33751 2.37054 -0.0148
V 0.22367 -1.46450 0.76718 2.5621
H 2.27971 -2.63502 2.13224 0.0008
H 2.14648 0.67905 2.26232 0.0013
H 1.14549 -6.19848 1.70472 0.0000
H -2.92644 -0.14875 0.22312 0.0020
H -0.20463 -3.27627 -1.21172 0.0059
H -2.13003 4.60121 -1.86023 0.0002
H -0.01750 4.90230 -0.74609 0.0000
H -0.03351 -6.75155 -0.76361 0.0000
H 2.19777 -4.79840 2.06000 -0.0001
H -2.45480 3.28127 1.91862 0.0004
C -2.00706 3.99550 -0.95003 0.0016
H -1.22575 5.42235 0.47006 0.0000
H -1.98489 1.16361 1.80948 0.0048
H 2.69262 -3.60740 -2.09609 0.0002
P -0.11576 3.37121 1.11260 0.0006
C -1.49063 3.63429 2.29879 0.0010
H -0.98717 1.40995 0.42931 0.0020
C 2.93586 -4.13995 -1.17660 0.0023
C -1.88298 -0.50135 0.39355 0.0424
H -1.25539 3.10445 3.22466 0.0001
H 0.23472 1.65666 -0.82259 0.0011
C 0.20179 -3.31418 -0.18104 0.0120
C 0.87681 0.77340 -1.05434 0.0258
H 0.67779 -3.22237 2.64595 0.0068
H -0.66195 -3.62976 0.44696 0.0115
H 1.41282 1.15044 -1.95313 0.0039
H -0.02007 0.27407 3.10411 0.0054
H 2.51910 1.57187 0.02481 0.0110
Si 1.41318 -4.75592 -0.33062 0.0017
H 0.53430 5.39906 2.27327 0.0000
H 1.49409 3.96357 2.78093 0.0000
H 0.39435 -0.98047 -2.30154 0.0031
H 1.27247 -1.62949 3.20573 0.0035
H 2.82446 -6.19209 1.14170 0.0002
C 0.05272 -0.41492 -1.41086 0.0369
H -1.53799 4.71610 2.48306 0.0001
H -0.49003 1.84584 -3.54310 -0.0001
C -1.25524 -0.68915 -1.00225 0.0710
H 1.87974 4.77797 1.24324 0.0001
H 3.61104 -4.95832 -1.43685 0.0003
C 1.34502 0.62561 1.50270 0.0429
C -0.85447 4.56635 -0.11532 0.0000
C 1.89148 0.65939 0.11212 0.0434
C -0.68102 2.72436 -2.91933 0.0006
H -1.82758 -1.35373 -1.67159 0.0018
C 1.94232 -5.55282 1.30698 0.0007
P -1.76736 2.24781 -1.51733 0.0045
C -1.20724 0.64651 1.21069 0.0248
H -3.39458 2.81077 -3.19317 0.0000
H -2.01753 -1.45149 0.99706 0.0157
C 0.04937 0.45657 2.00923 0.0494
H 2.57391 -0.19832 -0.07858 0.0098
H -1.24235 3.48320 -3.48011 0.0001
C -3.31716 2.01413 -2.43825 0.0004
H -4.18280 2.04322 -1.76265 0.0000
```

Values from the calculation:
* ΔE to the lowest compared entry with this formula, charge and spin: 0.0 kcal per mole
* HOMO-LUMO gap (spin up / spin down): 0.2616 / 0.2888 hartree
* net charge: 0
* LUMO energy (spin up / spin down): 0.38 / 0.18 eV
* E: -2665.12255 hartree
* maximum force: 0.04605 Eh/bohr
* spin multiplicity: 4


Question: Which of these has the highest maximum force?
Answer: C19H42MgP2Si


Question: Which of these has the highest ΔE to the lowest compared entry with this formula, charge and spin?
Answer: C19H42MgP2Si